# 1
Density functional theory data (the ωB97M-V functional and the def2-TZVPD basis) for an isolated molecule of C3H4F2N2 in a non-equilibrium geometry.

The geometry in XYZ format:
```
11
Properties=species:S:1:pos:R:3:forces:R:3:mulliken_charge:R:1
C 2.261 0.620 -0.099 -0.1 0.6 2.3 0.42
C 0.114 0.861 0.015 0.7 -2.2 2.5 -0.35
C 0.444 -0.658 -0.165 -2.7 -1.1 0.8 -0.46
N 1.372 1.472 0.208 2.5 1.0 -1.1 -0.45
N 1.831 -0.672 -0.295 1.8 0.3 -3.3 0.11
F 3.552 0.859 -0.050 -0.2 -0.3 -0.2 -0.22
F 2.576 -1.727 0.212 -0.5 0.6 0.4 -0.19
H -0.402 1.344 -0.723 -1.5 0.9 -2.1 0.33
H -0.394 0.904 0.978 -0.7 0.6 -0.3 0.24
H 0.273 -0.978 0.861 -0.6 -1.1 -0.1 0.30
H -0.179 -1.242 -0.926 1.1 0.8 1.0 0.27
```
Positions in Å, forces in eV/Å.

LUMO energy = 0.95 eV
orbital gap = 0.3733 hartree
HOMO = -9.21 eV
energy relative to the best compared isomer or geometry (same formula, charge and spin) = 238.5 kJ/mol
SMILES string = FC1=NCCN1F
E = -425.83775 a.u.

# 2
Density functional theory data (the ωB97M-V functional and the def2-TZVPD basis) for an isolated molecule of C5H10O2 in a non-equilibrium geometry.

The geometry in XYZ format:
```
17
Properties=species:S:1:pos:R:3:forces:R:3:mulliken_charge:R:1
C 1.812 -0.015 -0.845 0.3 -0.7 1.9 -1.18
C 0.801 0.167 0.483 2.0 0.0 -2.3 0.02
O 0.218 1.331 0.059 0.3 2.0 1.3 -0.40
C -1.136 1.205 -0.105 -0.4 0.3 -1.7 -0.44
C -1.559 -0.077 0.572 -0.6 0.1 0.4 -0.60
C -0.282 -0.919 0.648 0.2 0.2 0.2 -0.10
O -0.203 -1.901 -0.354 -0.2 0.1 -0.5 -0.56
H 2.311 0.941 -1.103 -0.4 -0.5 0.7 0.33
H 1.505 -0.442 -1.839 -0.6 0.2 1.3 0.32
H 2.505 -0.693 -0.389 1.2 -0.6 -0.6 0.36
H 1.270 0.456 1.458 0.6 -1.0 -0.9 0.33
H -1.222 1.066 -1.198 -1.0 0.4 0.0 0.21
H -1.457 2.195 0.231 -1.3 -0.5 -0.2 0.29
H -1.936 0.163 1.559 -0.2 -0.3 0.3 0.30
H -2.301 -0.637 0.005 -0.2 0.1 0.2 0.34
H -0.248 -1.499 1.575 0.3 0.4 0.0 0.41
H -0.130 -1.393 -1.171 0.0 -0.4 -0.2 0.37
```
Positions in Å, forces in eV/Å.

LUMO energy = 0.88 eV
orbital gap = 0.3647 hartree
HOMO = -9.04 eV
energy relative to the best compared isomer or geometry (same formula, charge and spin) = 278.3 kJ/mol
SMILES string = C[C@H]1OCC[C@H]1O
E = -346.91944 a.u.

# 3
Density functional theory data (the ωB97M-V functional and the def2-TZVPD basis) for C49H82BCaN10OSSb2 as an isolated structure in a non-equilibrium geometry.

The geometry in XYZ format:
```
147
Properties=species:S:1:pos:R:3:forces:R:3:mulliken_charge:R:1
Ca 1.441 0.281 -0.704 -0.3 1.4 -0.1 2.90
C 0.889 -5.570 1.492 0.1 0.0 0.1 -1.77
C -0.141 -4.503 1.312 0.0 0.0 0.1 0.52
C -1.485 -4.664 1.554 0.0 0.0 -0.1 -1.03
C -2.070 -3.418 1.261 0.0 0.0 0.1 -0.60
N -1.147 -2.557 0.890 0.0 0.1 -0.1 -0.18
N 0.059 -3.211 0.917 -0.1 0.0 0.0 0.65
B 1.130 -2.342 0.246 0.1 -0.1 0.0 -0.41
N 1.316 -2.608 -1.297 -0.1 0.0 0.0 0.71
N 1.141 -1.542 -2.154 0.0 -0.4 0.0 0.48
C 1.223 -2.022 -3.391 0.1 0.0 0.0 -0.94
C 1.472 -3.396 -3.354 0.0 0.0 0.0 -0.97
C 1.521 -3.725 -2.019 0.1 -0.1 0.0 0.35
C 1.770 -5.078 -1.452 0.0 0.0 -0.1 -1.53
C 1.088 -1.194 -4.648 0.0 0.0 0.0 3.06
C 2.460 -1.095 -5.326 0.0 0.0 0.0 -1.89
C 0.566 0.205 -4.352 0.0 0.0 0.0 -0.67
C 0.098 -1.889 -5.592 0.0 0.0 0.0 -1.97
N 2.537 -2.083 0.910 0.0 0.0 0.0 1.08
N 3.143 -0.985 0.347 0.1 -0.4 0.0 0.08
C 4.356 -0.885 0.880 0.0 0.1 0.0 -1.14
C 4.547 -1.902 1.813 0.0 0.0 0.0 -0.76
C 3.366 -2.625 1.822 0.0 0.0 0.1 0.21
C 3.017 -3.708 2.786 0.0 0.0 0.0 -1.56
C 5.294 0.233 0.492 0.0 0.0 0.0 2.56
C 5.636 0.108 -0.996 0.0 0.0 0.0 -1.13
C 6.580 0.142 1.314 0.0 0.0 0.0 -2.38
C 4.631 1.588 0.769 0.0 0.0 0.0 -1.36
C -3.515 -2.987 1.368 0.0 0.0 0.0 2.52
C -3.688 -2.172 2.654 0.0 0.0 0.0 -0.86
C -4.435 -4.207 1.408 0.0 0.0 0.0 -2.35
C -3.870 -2.109 0.166 0.0 0.0 0.0 -1.24
H 1.025 -5.798 2.549 0.0 0.0 0.0 0.37
H 1.856 -5.304 1.082 -0.1 0.0 0.1 -0.01
H 0.559 -6.486 1.002 0.0 0.0 0.0 0.47
H -1.962 -5.568 1.889 0.0 0.0 0.0 0.51
H 0.589 -1.268 0.311 -0.2 -0.2 0.1 -0.20
H 1.598 -4.074 -4.180 0.0 0.0 0.0 0.59
H 2.046 -5.753 -2.260 0.0 0.0 0.0 0.48
H 0.880 -5.478 -0.968 0.0 0.0 -0.1 0.18
H 2.589 -5.067 -0.734 0.0 0.0 0.0 0.25
H 3.184 -0.618 -4.661 0.0 0.0 0.0 0.23
H 2.391 -0.505 -6.242 0.0 0.0 0.0 0.46
H 2.844 -2.082 -5.585 0.0 0.0 0.0 0.45
H 1.291 0.776 -3.777 0.0 0.0 0.1 -1.03
H -0.361 0.155 -3.778 0.0 0.0 0.0 -0.06
H 0.387 0.737 -5.290 0.0 0.0 0.0 0.79
H 0.439 -2.886 -5.867 0.0 0.0 0.0 0.37
H -0.012 -1.309 -6.511 0.0 0.0 0.0 0.46
H -0.881 -1.988 -5.121 0.0 0.0 0.0 0.31
H 5.397 -2.071 2.450 0.0 0.0 0.0 0.68
H 3.566 -3.533 3.711 0.0 0.0 0.0 0.48
H 3.300 -4.695 2.427 0.0 0.0 0.0 0.31
H 1.954 -3.708 3.017 0.0 0.0 0.0 0.18
H 6.147 -0.835 -1.196 0.0 0.0 0.0 0.42
H 6.297 0.923 -1.301 0.0 0.0 0.0 0.44
H 4.734 0.141 -1.608 0.0 0.0 0.0 -0.23
H 7.091 -0.807 1.148 0.0 0.0 0.0 0.42
H 6.378 0.241 2.382 0.0 0.0 0.0 0.41
H 7.262 0.943 1.025 0.0 0.0 0.0 0.46
H 3.750 1.752 0.145 0.0 0.0 0.0 0.19
H 5.333 2.398 0.558 0.0 0.0 0.0 0.53
H 4.329 1.666 1.816 0.0 0.0 0.0 0.08
H -3.400 -2.758 3.529 0.0 0.0 0.0 0.53
H -4.728 -1.859 2.777 0.0 0.0 0.0 0.45
H -3.057 -1.284 2.619 0.0 0.0 0.0 -0.55
H -4.241 -4.820 2.289 0.0 0.0 0.0 0.41
H -4.305 -4.831 0.522 0.0 0.0 0.0 0.43
H -5.478 -3.888 1.450 0.0 0.0 0.0 0.43
H -3.180 -1.264 0.105 0.0 0.0 0.0 -0.21
H -4.898 -1.746 0.266 0.0 0.0 0.0 0.50
H -3.793 -2.670 -0.768 0.0 0.0 0.0 0.45
C 4.344 2.645 -3.414 0.0 0.0 0.0 -1.47
C 2.956 2.533 -2.859 0.0 0.1 0.1 0.12
O 2.637 1.635 -2.074 0.3 -0.1 -0.4 -0.24
N 2.062 3.459 -3.229 0.2 0.0 -0.1 -0.05
C 0.713 3.477 -2.681 -0.2 0.0 -0.1 -0.05
C 0.686 4.011 -1.276 -0.1 0.0 0.0 0.22
C 0.369 5.340 -1.039 0.0 0.0 0.0 -0.73
C 0.417 5.826 0.257 0.0 0.0 0.0 -0.98
C 0.796 4.960 1.267 0.0 0.0 0.0 -0.87
C 1.080 3.643 0.936 0.0 0.1 0.1 -0.64
N 1.015 3.156 -0.301 0.0 -0.1 0.1 1.15
H 4.733 1.647 -3.600 0.0 0.0 0.0 0.28
H 4.979 3.117 -2.663 0.0 0.0 0.0 0.29
H 4.380 3.234 -4.328 0.0 0.0 0.0 0.49
H 2.382 4.244 -3.774 0.0 -0.1 0.0 0.29
H 0.311 2.463 -2.694 0.0 0.0 0.0 -1.05
H 0.101 4.094 -3.340 0.0 0.0 0.0 0.87
H 0.084 5.982 -1.862 0.0 0.0 0.0 0.53
H 0.169 6.857 0.472 0.0 0.0 0.0 0.43
H 0.870 5.286 2.295 0.0 0.0 0.0 0.61
H 1.375 2.939 1.701 0.0 0.1 0.0 0.14
C 2.875 0.061 4.216 0.0 0.0 0.1 -1.41
Sb 1.177 0.616 3.023 0.1 -0.3 0.0 -0.33
C -0.108 -0.901 3.787 0.0 0.0 0.1 -0.42
C 0.609 2.224 4.405 0.0 0.0 0.1 -1.07
C -0.635 1.965 5.195 -0.1 0.0 -0.1 0.51
C -0.544 1.166 6.335 0.0 0.0 0.0 -0.48
C -1.660 0.827 7.079 0.0 0.0 0.0 -0.73
C -2.906 1.294 6.690 0.0 0.0 0.0 -0.88
C -3.012 2.106 5.575 0.0 0.0 0.0 -0.65
C -1.896 2.464 4.818 0.1 -0.1 0.1 0.91
C -2.085 3.315 3.606 0.0 0.1 -0.1 -1.65
Sb -2.002 2.062 1.831 -0.1 0.0 -0.1 0.70
C -3.991 1.307 2.099 -0.1 0.0 0.0 -1.41
C -2.596 3.607 0.452 0.0 0.1 0.1 -0.93
H 2.547 -0.086 5.246 0.0 0.0 0.0 0.62
H 3.626 0.850 4.193 0.0 0.0 0.0 0.45
H 3.326 -0.855 3.843 0.0 0.0 0.0 0.19
H -1.139 -0.562 3.747 -0.1 0.0 0.0 -0.14
H 0.156 -1.113 4.823 0.0 0.0 0.0 0.61
H -0.014 -1.795 3.174 0.0 0.0 0.0 -0.04
H 0.560 3.161 3.857 0.0 0.1 -0.1 0.07
H 1.471 2.283 5.071 0.0 0.0 0.0 0.86
H 0.431 0.804 6.640 0.0 0.0 0.0 0.42
H -1.557 0.205 7.957 0.0 0.0 0.0 0.43
H -3.789 1.040 7.261 0.0 0.0 0.0 0.42
H -3.983 2.492 5.284 0.0 0.0 0.0 0.40
H -1.301 4.065 3.499 0.0 0.1 0.0 0.62
H -3.044 3.835 3.626 0.0 0.0 0.0 0.75
H -4.702 2.132 2.050 0.0 0.0 0.0 0.63
H -4.072 0.817 3.068 0.0 0.0 0.0 0.52
H -4.227 0.573 1.327 0.0 0.0 0.0 0.18
H -2.623 4.570 0.963 0.0 0.0 0.0 0.53
H -3.595 3.380 0.081 0.0 0.0 0.0 0.39
H -1.911 3.658 -0.389 0.0 0.0 0.0 -0.07
C -6.349 0.358 -2.776 0.0 0.0 0.0 -1.22
C -5.392 1.415 -2.253 0.0 0.1 0.0 -0.63
N -4.099 0.864 -1.858 0.0 -0.1 0.0 0.47
C -2.873 1.145 -2.312 0.0 0.0 0.0 -0.07
S -1.556 0.763 -1.321 0.0 0.0 0.1 0.10
N -2.693 1.711 -3.521 0.1 0.1 0.0 -0.09
C -3.554 1.589 -4.698 0.0 0.0 0.0 -0.24
C -2.697 1.380 -5.934 0.0 0.0 0.0 -1.33
H -7.305 0.811 -3.033 0.0 0.0 0.0 0.41
H -6.531 -0.403 -2.016 0.0 0.0 0.0 0.30
H -5.956 -0.144 -3.659 0.0 0.0 0.0 0.27
H -5.820 1.888 -1.365 0.0 0.0 0.0 0.37
H -5.229 2.215 -2.972 0.0 -0.1 0.0 0.48
H -4.080 0.343 -0.991 0.0 0.0 0.0 -0.50
H -1.719 1.876 -3.723 0.0 0.0 0.0 0.05
H -4.172 2.482 -4.819 0.0 0.0 0.0 0.31
H -4.219 0.737 -4.557 0.0 0.0 0.0 0.11
H -2.024 2.225 -6.089 0.0 0.0 0.0 0.36
H -3.325 1.293 -6.819 0.0 0.0 0.0 0.47
H -2.099 0.473 -5.844 0.0 0.0 0.0 0.19
```
Positions in Å, forces in eV/Å.

LUMO energy = -1.89 eV
orbital gap = 0.2811 hartree
HOMO = -9.54 eV
energy relative to the best compared isomer or geometry (same formula, charge and spin) = 101.6 kJ/mol
charge = +1
E = -4120.34664 a.u.